Density functional theory data (ωB97M-V/def2-TZVPD) for C9H24CdI2O3 as an isolated structure in a non-equilibrium geometry.

Geometry as XYZ:
```
39
Properties=species:S:1:pos:R:3:forces:R:3
Cd 1.101000 0.609458 0.645058 2.1977 0.4758 1.2320
I 1.637274 2.495558 2.602253 -0.1757 -0.0909 -0.0535
I 2.964045 -0.717663 -0.741055 0.2599 -0.2412 -0.4328
C -1.593077 -2.200620 -0.851495 0.2930 -0.9168 -0.0633
C -1.231211 -0.768552 -1.126534 -0.4717 0.1979 -0.7369
C -2.447905 -0.017448 -1.611608 -1.2311 0.6347 0.1588
O -0.785753 -0.166103 0.096612 -1.2023 -0.5948 -0.3775
H -1.956314 -2.701965 -1.748609 -0.1422 0.1326 -0.0262
H -2.373363 -2.239777 -0.091416 -0.3234 0.0868 -0.0393
H -0.797088 -2.836681 -0.464310 0.3738 0.3373 -0.0847
H -0.506045 -0.599283 -1.922509 0.7437 -0.4726 0.6582
H -2.281939 0.636400 -2.467783 0.0927 -0.2520 -0.0961
H -2.819403 0.650425 -0.834409 0.0537 0.1302 0.2074
H -3.295563 -0.678458 -1.792278 0.1064 -0.0682 -0.3831
H -1.560545 -0.194872 0.662714 0.0245 0.1777 0.4638
C 0.922721 -3.388921 2.015443 1.1730 -2.2986 -0.6392
C 0.214742 -2.192683 2.487560 -1.0774 0.2212 1.5851
C -0.163069 -2.197255 4.014561 -1.1498 -0.4756 -0.2254
O 0.997027 -1.015153 2.246885 -0.5708 -0.9427 0.5694
H 1.023444 -3.433694 0.931030 0.5625 0.7302 -0.0768
H 0.471865 -4.372518 2.147171 -0.9648 0.2223 0.6849
H 1.881142 -3.571037 2.501611 0.3487 0.5219 -0.1812
H -0.683995 -2.140228 1.873054 -0.1481 0.5068 0.2277
H -1.095473 -1.676326 4.232168 0.2146 0.9386 -0.4067
H 0.585023 -1.826678 4.715379 0.2937 0.0953 -0.3791
H -0.510445 -3.146808 4.421710 0.6755 -0.6946 -0.4660
H 1.630862 -1.031430 2.967708 0.4769 0.6055 -0.0402
C 0.244499 2.794366 -3.085319 -0.4012 -0.6068 -0.8027
C 1.217895 2.752720 -1.942126 0.2050 0.0325 0.1748
C 1.598003 4.166180 -1.563485 0.7960 0.2927 -0.4322
O 0.572315 2.123129 -0.805143 -0.5996 1.2278 -1.5357
H -0.219471 1.817880 -3.224249 -0.1524 -0.0583 0.1542
H 0.688270 3.001991 -4.059004 0.3568 0.2603 0.1482
H -0.526061 3.548002 -2.922962 -0.1435 -0.0563 0.0848
H 2.062760 2.105735 -2.178180 0.0857 0.1227 0.1428
H 2.041017 4.284949 -0.574683 -0.2051 -0.2362 0.0561
H 0.741113 4.824626 -1.705947 -0.1088 0.0677 0.3721
H 2.342867 4.525341 -2.273596 0.0872 0.0469 -0.0983
H -0.091162 2.777395 -0.574218 -0.3532 -0.0600 0.6567
```
Positions in Å, forces in eV/Å.

- gap between HOMO and LUMO (eV) = 8.21
- energy above the lowest of the compared OMol25 structures with the same formula, charge and spin (kcal/mol) = 32.11
- energy (eV) = -36632.1781
- max |F| (eV Å⁻¹) = 2.66